1.
Computed, not measured: an isolated molecule of C3H5N3O, with ωB97M-V/def2-TZVPD.

The geometry in XYZ format:
```
12
C3H5N3O | OMol25 | ωB97M-V/def2-TZVPD
N 0.09 1.95 -0.61
C -0.03 0.59 -0.30
C -1.07 -0.27 -0.35
N -0.65 -1.45 0.29
C 0.61 -1.30 0.82
O 1.22 -2.05 1.57
N 1.03 -0.07 0.32
H 0.96 2.20 -1.06
H -0.69 2.30 -1.14
H -2.06 -0.14 -0.75
H -1.24 -2.21 0.58
H 1.86 0.37 0.68
```

Calculated values
E: -356.84883 Ha
energy relative to the best compared isomer or geometry (same formula, charge and spin): 22.44 kJ/mol
structure (SMILES): Nc1c[nH]c(=O)[nH]1
HOMO: -7.6 eV
net charge: 0

2.
Computed, not measured: a structure of composition C33H28GeN3ReS2 in a non-equilibrium geometry, with ωB97M-V/def2-TZVPD.

The geometry in XYZ format:
```
68
C33H28GeN3ReS2 | OMol25 | ωB97M-V/def2-TZVPD
Re -0.35 0.70 0.26
C -0.50 -1.57 3.10
C -1.27 -0.31 3.20
N -1.31 0.63 2.29
C -2.05 1.72 2.68
C -2.62 1.58 3.91
S -2.20 0.07 4.61
C -2.07 2.87 1.80
C -2.58 4.11 2.02
S -2.22 5.15 0.71
C -1.40 3.86 -0.08
N -1.43 2.74 0.59
C -0.74 4.03 -1.39
H -0.04 -1.69 2.12
H -1.14 -2.43 3.32
H 0.30 -1.57 3.85
H -3.23 2.28 4.44
H -3.10 4.47 2.89
H -0.28 5.01 -1.46
H -1.47 3.95 -2.19
H 0.02 3.25 -1.53
N 1.40 0.55 0.60
C 2.72 0.59 0.55
C 3.40 1.55 1.35
C 4.77 1.65 1.30
C 5.51 0.80 0.48
C 4.86 -0.17 -0.28
C 3.49 -0.28 -0.26
H 2.81 2.20 1.98
H 5.27 2.39 1.91
H 6.58 0.89 0.44
H 5.45 -0.84 -0.89
H 2.97 -1.03 -0.84
C -0.50 0.60 -1.62
Ge -2.14 -1.24 -0.06
C -0.68 0.25 -2.96
C 0.38 -0.32 -3.70
C 0.15 -0.84 -4.95
C -1.12 -0.79 -5.51
C -2.17 -0.19 -4.82
C -1.95 0.34 -3.57
C -2.01 -3.18 0.40
C -1.03 -4.00 -0.15
C -1.06 -5.36 0.11
C -2.02 -5.89 0.96
C -2.99 -5.07 1.52
C -2.99 -3.72 1.24
C -4.00 -0.97 -0.67
C -4.73 0.19 -0.46
C -6.01 0.30 -0.98
C -6.55 -0.73 -1.73
C -5.82 -1.89 -1.95
C -4.55 -2.02 -1.42
H 1.36 -0.37 -3.25
H 0.96 -1.28 -5.51
H -1.30 -1.22 -6.49
H -3.15 -0.12 -5.27
H -2.76 0.81 -3.02
H -0.28 -3.59 -0.81
H -0.32 -6.01 -0.35
H -2.02 -6.95 1.18
H -3.74 -5.48 2.17
H -3.75 -3.08 1.67
H -4.31 1.01 0.11
H -6.58 1.20 -0.80
H -7.54 -0.63 -2.15
H -6.23 -2.70 -2.53
H -3.97 -2.92 -1.59
```

Calculated values
E: -4389.58809 Ha
HOMO (spin up / spin down): -13.2 / -13.3 eV
net charge: +2

3.
Computed, not measured: a cluster of 8 separate species, C51H92N2O18S7 in total in a non-equilibrium geometry, with ωB97M-V/def2-TZVPD.

The geometry in XYZ format:
```
170
C51H92N2O18S7 | OMol25 | ωB97M-V/def2-TZVPD
C -0.80 5.96 -2.91
N -1.82 4.97 -2.42
C -1.32 3.58 -2.52
C -1.32 2.80 -1.15
C -2.36 2.82 -0.27
N -3.60 3.58 -0.51
C -4.28 2.89 -1.31
O -5.06 2.60 -2.10
C -2.23 2.00 1.06
O -3.22 1.57 1.60
C -0.80 1.72 1.65
C -0.72 1.54 3.20
C -0.15 0.14 3.68
C 0.69 0.35 5.03
C 2.19 -0.15 4.91
C 3.28 0.91 5.31
C 3.08 2.36 4.68
C 4.38 2.75 3.88
C 4.15 3.75 2.67
C 4.52 5.26 2.98
O 3.49 6.18 2.55
C 3.31 6.13 1.14
C 0.25 1.66 0.78
C 1.70 1.39 1.26
C 2.38 0.07 0.69
C 3.60 0.37 -0.30
C 1.38 -0.96 0.02
C -0.08 1.92 -0.73
O 0.61 1.51 -1.65
H -1.30 6.85 -3.38
H -0.15 6.33 -2.06
H -0.17 5.52 -3.73
H -2.00 5.24 -1.45
H -0.26 3.52 -2.90
H -2.00 3.01 -3.23
H -1.77 1.61 3.61
H -0.16 2.39 3.69
H -1.05 -0.51 3.89
H 0.44 -0.41 2.89
H 0.18 -0.33 5.79
H 0.58 1.39 5.45
H 2.32 -0.57 3.87
H 2.32 -1.02 5.62
H 3.36 1.01 6.43
H 4.28 0.48 4.98
H 3.02 3.07 5.56
H 2.12 2.49 4.11
H 5.07 3.26 4.62
H 4.96 1.87 3.48
H 4.80 3.43 1.80
H 3.07 3.72 2.37
H 4.72 5.42 4.08
H 5.45 5.58 2.41
H 2.79 5.19 0.79
H 4.27 6.19 0.55
H 2.66 6.98 0.80
H 1.78 1.36 2.38
H 2.34 2.26 0.93
H 2.84 -0.47 1.57
H 4.56 0.34 0.29
H 3.65 -0.51 -1.00
H 3.47 1.32 -0.87
H 1.30 -0.84 -1.09
H 1.84 -1.99 0.17
H 0.38 -1.03 0.53
O 1.07 8.71 -4.73
S 1.21 7.66 -5.71
O 1.82 6.39 -5.40
C -0.38 7.38 -6.47
C -0.42 8.36 -7.64
C 0.96 8.29 -8.29
C 2.00 8.36 -7.16
H -1.17 7.54 -5.74
H -0.40 6.34 -6.82
H -1.21 8.10 -8.34
H -0.61 9.37 -7.27
H 1.07 7.34 -8.83
H 1.11 9.09 -9.01
H 2.89 7.77 -7.40
H 2.28 9.38 -6.94
O 1.02 -3.96 -1.23
S -0.28 -4.45 -0.82
O -0.56 -4.84 0.54
C -1.52 -3.28 -1.35
C -1.89 -3.74 -2.76
C -1.99 -5.26 -2.69
C -0.77 -5.77 -1.93
H -1.12 -2.27 -1.32
H -2.37 -3.37 -0.67
H -2.82 -3.28 -3.09
H -1.10 -3.45 -3.46
H -2.90 -5.54 -2.15
H -2.06 -5.71 -3.68
H -1.00 -6.66 -1.34
H 0.06 -5.97 -2.60
O 3.22 1.47 8.28
S 2.29 2.47 8.73
O 2.17 3.76 8.09
C 0.67 1.73 8.84
C 0.61 1.15 10.25
C 1.22 2.22 11.16
C 2.52 2.71 10.50
H 0.55 0.98 8.07
H -0.07 2.52 8.71
H -0.41 0.91 10.54
H 1.20 0.24 10.30
H 0.53 3.06 11.27
H 1.42 1.84 12.17
H 2.71 3.76 10.70
H 3.37 2.11 10.81
O -1.43 7.44 -10.43
S -2.21 6.36 -10.98
O -3.37 6.59 -11.80
C -1.10 5.25 -11.84
C -0.64 4.27 -10.77
C -1.90 3.92 -9.97
C -2.63 5.23 -9.66
H -0.28 5.82 -12.28
H -1.67 4.75 -12.62
H -0.18 3.38 -11.21
H 0.09 4.74 -10.11
H -2.55 3.27 -10.57
H -1.66 3.38 -9.05
H -3.71 5.09 -9.63
H -2.29 5.66 -8.72
O -0.17 -6.61 -6.89
S -1.46 -7.10 -6.48
O -1.74 -7.49 -5.12
C -2.70 -5.93 -7.02
C -3.07 -6.38 -8.42
C -3.18 -7.91 -8.35
C -1.95 -8.42 -7.59
H -2.30 -4.92 -6.98
H -3.55 -6.01 -6.34
H -4.00 -5.93 -8.76
H -2.28 -6.10 -9.13
H -4.09 -8.19 -7.81
H -3.24 -8.36 -9.34
H -2.18 -9.31 -7.01
H -1.12 -8.62 -8.26
O 1.27 -1.94 9.19
S 0.57 -2.29 10.40
O -0.60 -1.58 10.84
C 0.21 -4.04 10.37
C 1.44 -4.69 10.99
C 1.80 -3.82 12.20
C 1.76 -2.36 11.75
H 0.03 -4.36 9.34
H -0.68 -4.20 10.98
H 1.24 -5.72 11.28
H 2.26 -4.69 10.28
H 1.07 -3.98 13.00
H 2.78 -4.08 12.60
H 1.43 -1.70 12.55
H 2.72 -2.03 11.36
O -0.98 -9.53 -0.90
S -2.32 -9.07 -0.67
O -2.73 -7.71 -0.94
C -3.45 -10.19 -1.50
C -3.73 -11.27 -0.46
C -3.93 -10.54 0.87
C -2.80 -9.51 1.00
H -2.99 -10.57 -2.41
H -4.36 -9.63 -1.74
H -4.61 -11.86 -0.73
H -2.88 -11.95 -0.38
H -4.89 -10.02 0.86
H -3.94 -11.23 1.71
H -3.12 -8.62 1.53
H -1.93 -9.94 1.49
```

Calculated values
E: -6249.37286 Ha
structure (SMILES): CNCC1=C(N=C=O)C(=O)C(CCCCCCCCCOC)=C(CC(C)C)C1=O.O=S1(=O)CCCC1.O=S1(=O)CCCC1.O=S1(=O)CCCC1.O=S1(=O)CCCC1.O=S1(=O)CCCC1.O=S1(=O)CCCC1.O=S1(=O)CCCC1
HOMO: -8.7 eV
net charge: 0

4.
Computed, not measured: an isolated molecule of C4H8N2O2 in a non-equilibrium geometry, with ωB97M-V/def2-TZVPD.

The geometry in XYZ format:
```
16
C4H8N2O2 | OMol25 | ωB97M-V/def2-TZVPD
N -0.75 1.45 1.59
C -1.26 0.82 0.47
O -2.39 0.97 0.08
C -0.37 -0.34 -0.10
N -0.86 -0.76 -1.40
C 1.09 0.12 -0.23
C 1.95 -1.08 -0.56
O 2.65 -1.60 0.28
H -1.24 2.13 2.14
H 0.04 1.03 2.04
H -0.53 -1.07 0.71
H -1.50 -1.54 -1.24
H -1.23 -0.02 -1.98
H 1.22 0.88 -0.99
H 1.37 0.56 0.72
H 1.81 -1.54 -1.55
```

Calculated values
E: -417.20489 Ha
energy relative to the best compared isomer or geometry (same formula, charge and spin): 134.06 kJ/mol
structure (SMILES): NC(=O)[C@@H](N)CC=O
HOMO: -9.4 eV
net charge: 0

5.
Computed, not measured: a cluster of 3 separate species, H6O3 in total in a non-equilibrium geometry, with ωB97M-V/def2-TZVPD.

The geometry in XYZ format:
```
9
H6O3 | OMol25 | ωB97M-V/def2-TZVPD
O -0.89 0.39 -1.76
H -0.92 0.70 -2.67
H -1.25 1.12 -1.25
O 1.63 0.41 2.05
H 0.71 0.17 1.91
H 2.11 -0.08 1.38
O -0.26 -0.79 0.42
H -0.46 -0.29 -0.37
H -0.68 -1.64 0.28
```

Calculated values
E: -229.27798 Ha
energy relative to the best compared isomer or geometry (same formula, charge and spin): 18.41 kJ/mol
multiplicity: 2
HOMO (spin up / spin down): 0.9 / -7.2 eV
net charge: -1

6.
Computed, not measured: an isolated molecule of C3H8N2S in a non-equilibrium geometry, with ωB97M-V/def2-TZVPD.

The geometry in XYZ format:
```
14
C3H8N2S | OMol25 | ωB97M-V/def2-TZVPD
H -1.70 1.83 -0.37
N -0.79 1.47 -0.69
C -0.78 0.17 -0.48
C -2.04 -0.51 -0.02
N 0.28 -0.61 -0.74
S 1.83 -0.07 -1.03
C 2.42 0.25 0.58
H -2.54 0.06 0.80
H -1.80 -1.50 0.21
H -2.71 -0.68 -0.85
H 0.27 -1.54 -0.35
H 1.62 0.78 1.13
H 3.29 0.95 0.50
H 2.66 -0.59 1.30
```

Calculated values
E: -626.77169 Ha
energy relative to the best compared isomer or geometry (same formula, charge and spin): 135.46 kJ/mol
structure (SMILES): [H]/N=C(\C)NSC
HOMO: -8.8 eV
net charge: 0

Which of these has the highest E? H6O3